The following is a DFT calculation (the ωB97M-V functional and the def2-TZVPD basis) of a 2-piece molecular cluster, CH7NO2 overall.

Structure (XYZ):
```
11
Properties=species:S:1:pos:R:3:forces:R:3
C -1.010 0.696 -1.194 -1.460 0.330 -0.464
H 2.093 -1.235 2.436 -0.401 -0.133 0.074
H 0.166 -0.138 1.821 0.087 -0.120 -0.161
H 0.953 -0.937 0.600 -0.122 -0.113 0.342
H -1.824 -0.033 -1.326 0.310 0.209 0.386
H -1.453 1.649 -0.847 0.120 -0.351 -0.009
H -0.307 0.345 -0.472 0.465 -0.315 0.566
H 0.187 1.556 -2.445 0.023 -0.034 -0.122
N 0.415 -1.060 1.462 -0.224 0.427 -0.363
O 1.225 -1.676 2.435 0.720 -0.131 0.182
O -0.445 0.832 -2.472 0.480 0.231 -0.431
```
Positions in Å, forces in eV/Å.

relative energy (zero: lowest compared OMol25 entry of this formula, charge and spin)	218.4	kJ/mol
Kohn-Sham gap	10.70	eV
E_LUMO	0.659	eV
SMILES	CO.NO

Atom charges from the natural (NBO) analysis, given in e for atoms 1 to 4: -0.2381, 0.4419, 0.3241, 0.3244

---

The following is a DFT calculation (the ωB97M-V functional and the def2-TZVPD basis) of a 2-piece molecular cluster, CH7NO2 overall.

Structure (XYZ):
```
11
Properties=species:S:1:pos:R:3:forces:R:3
N -0.218 -1.802 -0.572 -1.264 -0.920 1.288
C -1.110 -0.797 -1.088 1.889 1.274 -0.488
O -0.582 0.510 -0.798 -0.034 -0.685 0.373
H 0.762 -1.866 -0.754 0.193 0.649 -0.741
H -0.632 -2.723 -0.576 0.061 0.051 0.101
H -2.093 -0.854 -0.639 -0.263 -0.631 0.021
H -1.135 -0.813 -2.173 -0.516 0.056 -0.279
H -0.264 0.443 0.118 -0.028 0.229 -0.271
H 0.987 2.103 2.670 -0.221 -0.491 -0.471
H 2.351 2.407 2.344 1.237 0.431 -0.137
O 1.665 1.841 2.024 -1.054 0.036 0.604
```
Positions in Å, forces in eV/Å.

relative energy (zero: lowest compared OMol25 entry of this formula, charge and spin)	33.8	kJ/mol
Kohn-Sham gap	9.99	eV
E_LUMO	0.835	eV
SMILES	NCO.O

Atom charges from the natural (NBO) analysis, given in e for atoms 1 to 4: -0.8922, 0.1022, -0.7251, 0.3820

---

Result set for highest occupied orbital energy: -10.04, -9.16 eV, one per record in the order listed.